12
Properties=species:S:1:pos:R:3:forces:R:3 method="wB97M-V/def2-TZVPD" gap_ev=9.228 spin_multiplicity=1 homo_energy_ev=-8.551 relative_energy_ev=2.0389
C -0.941 0.748 -0.265 -0.1 0.1 -0.6
C 1.122 -0.514 -0.768 0.1 0.1 0.3
H -1.638 0.560 1.657 0.1 0.1 -0.3
H -2.582 1.557 0.596 0.1 0.1 -0.2
H 0.938 -1.123 1.330 0.6 -0.3 -0.1
H 1.061 -0.100 -1.773 0.0 -0.1 0.1
H 2.741 -1.564 -0.894 -0.9 0.3 0.6
N -1.782 0.971 0.743 -0.2 -0.1 0.7
N 0.089 -0.086 0.054 0.5 -0.3 -0.1
N 1.986 -1.285 -0.239 0.4 -0.1 -0.8
O 0.142 -0.570 1.354 -0.7 0.4 0.1
S -1.136 1.406 -1.794 0.1 -0.1 0.3


8
Properties=species:S:1:pos:R:3:forces:R:3 method="wB97M-V/def2-TZVPD" gap_ev=8.437 spin_multiplicity=1 homo_energy_ev=-9.599 relative_energy_ev=0.8947
C -1.981 -0.113 -1.059 1.5 0.9 0.4
N -2.838 -0.865 -1.149 -1.1 -0.9 0.0
N 0.938 -0.539 0.757 3.7 -0.9 0.4
O 1.895 1.642 0.170 2.7 1.2 -1.2
S -0.697 0.986 -1.085 -0.1 0.7 -0.5
S 0.787 1.035 0.773 -3.3 0.0 0.8
H 1.774 -1.131 0.780 -0.3 1.0 -0.2
H 0.123 -1.014 0.812 -3.2 -1.9 0.2


14
Properties=species:S:1:pos:R:3:forces:R:3 method="wB97M-V/def2-TZVPD" gap_ev=10.298 spin_multiplicity=1 homo_energy_ev=-9.497 relative_energy_ev=3.0204
O -1.306 -3.062 -0.191 -0.1 2.1 0.9
C -1.272 -1.834 -0.133 -1.1 -2.7 -3.0
C -0.322 -1.031 -0.917 3.1 -0.3 0.7
N -0.356 0.355 -0.419 0.8 1.8 -0.7
C 0.818 0.742 0.370 0.7 0.6 1.7
N 0.725 2.208 0.809 0.5 -1.7 1.2
H -1.976 -1.133 0.237 -1.4 0.1 1.8
H -0.193 -1.225 -2.016 -0.6 0.3 1.0
H 0.549 -1.608 -0.437 0.1 1.3 -1.0
H -0.346 1.157 -1.129 -0.5 -2.1 0.7
H 1.093 0.091 1.290 -1.2 0.6 -1.4
H 1.722 0.702 -0.224 0.3 -0.1 -0.4
H 1.106 2.172 1.786 -0.3 0.5 -1.3
H -0.243 2.467 0.975 -0.2 -0.3 -0.2


9
Properties=species:S:1:pos:R:3:forces:R:3 method="wB97M-V/def2-TZVPD" gap_ev=9.837 spin_multiplicity=1 homo_energy_ev=-9.413 relative_energy_ev=0.2768
B -0.263 -0.234 0.122 -1.9 1.3 -1.2
C 1.173 0.262 -0.159 -1.9 1.4 -0.5
O -0.288 -1.352 0.775 0.3 -3.2 1.4
S -2.191 0.291 -0.261 2.2 1.4 -0.2
H 1.300 0.700 -1.093 -0.1 1.1 -1.9
H 1.434 1.006 0.516 0.2 1.9 1.4
H 1.975 -0.362 -0.074 1.5 -2.7 0.4
H -1.028 -1.958 0.798 -0.4 0.3 0.2
H -2.111 1.649 -0.624 0.1 -1.5 0.3